123
Properties=species:S:1:pos:R:3:forces:R:3 method="wB97M-V/def2-TZVPD" gap_ev=4.8 homo_energy_ev=-15.250 e_lumo_ev=-10.4444 charge=+3 energy_ev=-185984.718
I 0.694399 -0.674303 -5.193635 -0.2 0.4 0.4
Br -4.225259 5.686626 -0.151535 -0.2 -0.5 0.0
V -0.858077 -0.020728 0.478037 3.3 -0.6 -1.2
P 2.270358 -0.953951 0.341128 4.0 -1.0 -0.4
O -0.690441 0.581182 4.468902 -0.3 -1.1 -0.1
O -2.906487 -3.778554 -0.534489 0.3 -0.2 1.0
O -4.017614 -0.645797 0.959302 0.0 0.7 -0.2
O -2.389413 0.687072 0.458532 -1.5 2.5 -0.3
N 0.715269 -0.565681 0.537322 -0.1 0.2 0.0
N 2.963155 -1.409803 1.777666 -1.3 0.6 -1.0
N 2.348151 -2.208305 -0.745112 -0.8 1.2 0.9
N 3.221354 0.266316 -0.268801 -1.2 -1.0 0.6
N -0.698174 0.908133 2.272761 0.4 -0.9 0.2
N -0.457740 0.886791 -1.342462 -0.4 -0.2 -0.1
N -1.363857 -1.509479 1.697438 -0.6 -0.8 0.3
N -2.024672 -1.766279 -0.946487 0.7 0.3 1.7
C -4.572703 1.564404 0.204242 0.0 0.1 0.0
C 2.873878 -2.249868 4.068455 -0.1 0.1 -0.1
C 4.278169 2.485105 0.025138 0.1 -0.2 -0.1
C -0.833979 2.140669 -1.590248 -0.4 0.9 -0.1
C -0.014355 0.139478 -2.348422 0.3 -0.5 -0.9
C -1.869813 -2.663362 1.295907 -0.2 -0.7 0.3
C -4.085265 2.866841 0.200062 0.0 0.1 -0.1
C -3.311193 -3.520249 -1.880325 -0.2 0.1 -0.8
C 4.398203 -2.173093 4.254188 0.0 0.0 0.0
C 3.567125 -2.637849 -1.417760 0.5 0.0 -0.5
C 5.072050 -1.569444 3.019091 0.0 -0.1 0.0
C -2.076969 -3.725067 2.178635 0.1 0.3 -0.1
C -1.748787 -3.551407 3.514668 0.0 0.0 -0.2
C -0.220643 3.414060 2.152337 0.0 -0.2 0.0
C -1.280845 -2.315163 3.944638 0.1 0.5 -0.4
C 1.023537 4.399416 0.350812 0.1 0.0 -0.1
C -2.646872 -2.156186 -2.224841 -0.1 0.0 -0.8
C 0.706440 5.665072 0.813836 0.0 -0.1 -0.1
C 0.575993 3.272059 1.026262 -0.1 -0.2 0.2
C 1.528816 -4.411634 -1.462621 0.0 0.2 -0.1
C 3.094542 0.751232 -1.632013 0.2 0.1 -0.6
C -6.238816 3.663216 -0.544606 0.2 0.1 0.1
C -4.419563 1.109613 -3.093963 0.1 0.0 -0.1
C -0.491337 2.001500 4.313292 0.3 0.8 -0.2
C -3.633432 -1.153651 -2.802148 0.0 0.0 0.0
C -5.452119 0.666046 -3.900840 0.1 0.0 0.0
C 4.319089 -1.957360 1.752499 0.6 -0.3 -0.1
C -0.525922 4.689049 2.622344 0.0 -0.1 0.0
C -0.766136 2.702288 -2.858793 0.1 -0.2 0.3
C 5.200782 2.076604 -1.118426 -0.1 0.1 0.1
C -3.664461 0.454285 0.574086 -3.3 -1.1 0.5
C 3.707835 1.249512 0.711880 0.3 0.3 0.5
C -5.557388 -0.686647 -4.182567 0.0 -0.1 0.0
C -2.262358 -2.713111 -0.113795 0.0 0.2 -0.8
C -4.651439 -1.589399 -3.649302 0.1 0.0 0.1
C -4.922857 3.906987 -0.167294 0.2 0.3 0.0
C 1.452616 -3.313824 -0.396256 -0.3 -0.4 0.1
C 0.046365 0.609021 -3.656345 0.1 -0.3 0.0
C -3.522264 0.205705 -2.551151 0.1 -0.1 0.0
C -0.766614 0.076930 3.261947 0.2 0.8 0.3
C -5.895041 1.312201 -0.160949 0.2 -0.1 0.2
C -0.054067 5.808854 1.963356 0.0 0.0 0.1
C 3.215184 -3.156136 -2.819095 -0.1 0.1 0.1
C -0.333993 1.922319 -3.918626 0.0 -0.2 0.1
C -1.099733 -1.315390 2.992689 -0.2 -0.8 0.8
C -6.718152 2.361095 -0.534162 0.1 -0.1 0.1
C 1.813534 -3.775457 -2.819209 0.1 -0.2 0.1
C 4.459488 1.212413 -2.152559 -0.2 0.0 0.0
C -0.882415 2.246044 2.838825 -0.6 0.9 0.2
C 2.387451 -1.183874 3.090854 -0.3 0.2 0.4
H 2.326713 -5.116026 -1.223194 0.0 -0.1 0.1
H 2.374662 -2.111110 5.025736 -0.1 0.0 0.0
H -2.735177 0.565432 -1.909496 0.0 0.0 0.0
H 4.836902 -1.593780 0.860454 0.0 0.0 0.1
H 4.834950 3.058123 0.765560 -0.1 0.0 0.0
H -1.206900 2.719917 -0.753123 0.0 -0.1 -0.1
H 6.098950 -1.923653 2.942001 0.0 0.1 0.0
H 4.781610 -3.174882 4.439507 0.0 0.0 0.0
H 3.954987 -3.902285 -3.105633 0.1 0.0 0.0
H 0.303524 -0.866764 -2.101473 0.0 0.0 -0.1
H 4.043160 -3.436231 -0.838304 0.0 0.1 0.1
H -4.745549 -2.634217 -3.904034 -0.1 -0.1 0.0
H -6.881051 4.482245 -0.832919 0.0 0.0 0.0
H -4.299294 2.162118 -2.884596 -0.1 0.1 0.1
H 6.047784 1.527756 -0.705809 0.1 0.0 0.0
H -1.971974 2.433845 2.786714 0.2 -0.1 0.1
H 5.068978 0.347231 -2.412123 0.0 -0.1 -0.1
H 0.594078 -4.971190 -1.473019 0.0 -0.1 0.0
H -4.403803 -3.475187 -1.886527 0.2 0.1 0.0
H 1.063697 -3.003110 -3.009995 -0.1 0.0 -0.1
H 0.831494 2.271998 0.676279 0.1 0.1 0.0
H -1.877072 -4.362996 4.216986 -0.1 0.0 0.0
H 3.479564 3.125785 -0.345646 -0.1 0.1 0.0
H -6.350506 -1.045183 -4.819879 -0.1 0.0 -0.1
H -3.066746 3.079247 0.501152 0.0 0.0 0.0
H 1.738799 -4.514990 -3.614681 -0.1 0.0 0.0
H 4.505126 0.774275 1.292104 -0.1 0.1 0.0
H -1.145252 4.805737 3.499272 -0.1 0.1 0.1
H -1.840103 -2.288199 -2.960832 -0.1 -0.1 0.1
H -0.291654 6.792589 2.334814 0.0 0.1 0.0
H 5.105026 -0.481557 3.104146 0.1 0.0 0.0
H 2.665496 -0.193224 3.473143 -0.1 0.0 0.0
H 5.596798 2.971316 -1.592908 0.1 0.0 0.0
H 2.706665 -0.060913 -2.250734 0.0 0.1 0.0
H -2.978964 -4.344734 -2.512720 0.0 0.1 0.1
H 1.612188 4.295685 -0.548108 0.1 0.0 -0.1
H 2.901386 1.536366 1.400279 0.1 0.0 0.0
H 2.382416 1.585180 -1.673599 0.0 -0.1 0.0
H 4.291031 1.770965 -3.073174 0.0 0.0 -0.1
H 4.257544 -1.796131 -1.473802 0.1 -0.1 0.0
H 0.562572 2.225800 4.513446 -0.2 -0.1 -0.1
H -6.255712 0.295088 -0.154680 -0.1 -0.1 0.0
H 1.707791 -3.730327 0.589535 0.0 0.1 0.0
H 4.648574 -1.570035 5.124990 0.0 0.0 0.1
H -2.502777 -4.648233 1.812358 0.0 0.0 0.0
H 2.592721 -3.233781 3.687528 -0.1 0.0 0.0
H -1.060287 3.729553 -3.009089 -0.1 0.1 0.1
H 1.296255 -1.210827 2.978285 0.3 0.0 0.1
H 3.262246 -2.351729 -3.553355 0.1 0.1 0.0
H 1.047835 6.534987 0.277287 0.1 0.1 0.0
H 4.272137 -3.051684 1.693460 0.0 0.0 -0.1
H -1.121739 2.519494 5.035246 0.0 -0.1 -0.1
H -6.164053 1.363408 -4.309259 -0.1 0.1 -0.1
H -1.075182 -2.114766 4.985443 0.0 0.0 0.1
H -7.742724 2.168515 -0.813609 -0.1 0.0 0.0
H 0.438822 -2.891682 -0.329189 0.1 -0.3 -0.1
H -0.298477 2.319685 -4.922512 0.0 0.0 -0.1